[1]
A single C5H12N2O molecule at a distorted geometry, computed with ωB97M-V with the def2-TZVPD basis set.

```
20
Properties=species:S:1:pos:R:3:forces:R:3:lowdin_charge:R:1
H -1.558 -0.916 2.090 -0.4 0.4 -0.3 0.10
C -1.047 -0.012 1.725 1.8 -1.2 -0.4 -0.08
O 1.131 1.126 -0.903 0.2 2.0 -0.6 0.07
H 3.205 -1.217 -0.052 -1.4 2.9 -0.1 0.14
H -3.079 1.520 0.423 -0.3 1.4 0.7 0.06
C -0.738 -0.789 -0.593 -1.0 -0.1 -0.2 -0.19
H 3.505 0.542 -0.259 -0.9 -1.0 0.2 0.11
C 1.510 0.095 -0.456 0.5 -3.7 0.0 -0.63
H -1.185 0.803 2.343 -0.8 1.6 1.6 0.05
H 0.928 -1.693 0.329 -0.3 0.1 -0.2 0.12
C -1.304 0.352 0.290 1.3 0.6 -0.3 -0.45
N 2.810 -0.196 -0.038 1.6 -1.1 -0.1 0.11
H -1.230 -1.762 -0.378 -0.1 0.7 -0.1 0.13
H 0.012 -0.244 1.859 0.1 0.0 0.0 0.07
H -2.844 0.613 -1.036 -0.5 0.1 0.7 0.09
H -3.483 -0.182 0.462 1.0 0.5 -0.3 0.10
H -0.796 1.355 -0.082 -0.7 -2.2 1.3 0.17
H -0.944 -0.529 -1.646 0.2 -0.2 0.3 0.12
C -2.745 0.587 0.081 -1.7 -1.8 -2.4 -0.11
N 0.671 -1.046 -0.407 1.1 1.0 0.2 0.02
```
Forces are in eV/Å.

Computed properties:
HOMO energy, Eh: -0.34603
E_LUMO, eV: 0.825
Max |F|, Eh/bohr: 0.07192
Orbital gap, eV: 10.24

=====

[2]
A single C5H12N2O molecule at a distorted geometry, computed with ωB97M-V with the def2-TZVPD basis set.

```
20
Properties=species:S:1:pos:R:3:forces:R:3:lowdin_charge:R:1
H 1.357 1.648 -0.015 0.0 -0.5 0.3 0.12
H -2.018 0.349 0.485 -0.2 -0.6 -0.1 0.08
N 0.336 2.258 -1.641 -0.6 0.4 0.6 0.01
C -1.666 -0.158 -0.426 0.3 1.2 -0.8 -0.03
H -2.258 0.287 -1.246 0.4 -0.1 0.1 0.08
C -0.147 0.111 -0.466 1.1 -1.4 1.2 -0.33
H 0.422 -0.381 -1.257 -0.7 0.4 -0.8 0.13
H -0.293 1.992 0.424 -0.2 1.0 -0.2 0.10
C 1.003 -2.029 0.466 -1.4 0.7 -0.2 -0.02
H 1.731 -2.147 1.257 0.7 -0.2 -0.5 0.08
H -0.281 0.628 1.953 0.5 0.4 0.9 0.12
H 1.099 1.883 -2.189 -0.3 0.0 -0.3 0.07
O 0.527 -0.991 2.946 0.6 0.2 0.0 0.03
N 0.404 -0.690 0.658 1.0 -0.9 1.7 -0.14
H 1.244 -2.094 -0.583 1.1 -0.1 -0.1 0.08
H -1.830 -1.235 -0.456 -0.2 0.1 0.4 0.08
H -0.556 2.164 -2.111 0.3 0.0 -0.2 0.06
C 0.328 1.573 -0.359 -0.1 -0.7 -0.5 -0.25
C 0.298 -0.313 1.970 -2.0 0.1 -1.7 -0.35
H 0.301 -2.856 0.592 -0.5 0.1 0.3 0.09
```
Forces are in eV/Å.

Computed properties:
HOMO energy, Eh: -0.33344
E_LUMO, eV: 0.774
Max |F|, Eh/bohr: 0.05074
Orbital gap, eV: 9.85

=====

[3]
A single C5H12N2O molecule at a distorted geometry, computed with ωB97M-V with the def2-TZVPD basis set.

```
20
Properties=species:S:1:pos:R:3:forces:R:3:lowdin_charge:R:1
H -2.598 1.292 -0.555 -0.1 0.2 0.2 0.09
C -0.607 0.240 -0.651 -4.2 0.4 1.9 -0.42
O -2.805 -0.163 0.887 -0.1 -0.6 0.3 -0.09
C 0.141 -1.065 1.239 0.3 0.1 0.0 -0.11
C -2.031 0.796 0.239 1.8 -0.5 -2.5 -0.18
H 2.053 1.186 -0.631 -0.3 -0.1 0.2 0.08
N 0.340 0.075 0.373 5.7 0.6 -0.7 -0.16
H -0.825 -0.988 1.735 0.0 -0.1 -0.2 0.07
C 1.862 0.227 -0.162 -3.0 -0.6 1.0 -0.10
H 3.857 -0.426 -0.309 -0.1 0.1 -0.2 0.05
H 2.686 -1.643 0.395 -0.1 0.0 0.1 0.04
C 2.839 -0.663 -0.033 -0.4 0.0 0.3 -0.01
H 0.212 0.875 -2.402 0.1 0.2 0.1 0.08
N -0.389 1.202 -1.657 0.1 0.3 -0.3 0.04
H -3.188 -0.758 0.233 0.0 0.1 0.1 0.09
H 0.213 -2.023 0.707 -0.1 -0.1 0.0 0.09
H -0.905 -0.713 -1.117 0.1 0.0 -0.1 0.14
H -1.674 1.506 0.982 0.1 0.0 0.0 0.11
H -0.089 2.094 -1.285 0.1 -0.1 -0.1 0.09
H 0.908 -1.052 2.012 0.0 0.0 0.0 0.09
```
Forces are in eV/Å.

Computed properties:
HOMO energy, Eh: -0.29875
E_LUMO, eV: 1.019
Max |F|, Eh/bohr: 0.11306
Orbital gap, eV: 9.15

=====

[4]
A molecular structure, C5H12N2O at a distorted geometry, computed with ωB97M-V with the def2-TZVPD basis set.

```
20
Properties=species:S:1:pos:R:3:forces:R:3:lowdin_charge:R:1
H -0.052 -2.138 -1.158 -0.1 0.1 0.0 0.07
H -0.803 1.507 1.785 -0.1 0.1 0.0 0.08
C -1.653 -0.466 0.072 -0.9 -0.5 -3.0 0.01
N -0.339 -0.011 -1.009 -3.4 -1.3 3.9 -0.11
C -0.205 1.657 0.882 -0.4 -0.5 -0.1 -0.07
H -0.765 2.252 0.162 0.0 0.0 0.0 0.09
H -0.269 -1.238 -2.666 0.0 0.0 0.0 0.08
C 0.183 -1.200 -1.676 0.1 -0.8 0.1 -0.14
N 1.516 0.986 -1.009 0.5 0.6 0.6 0.00
H 0.676 2.231 1.176 0.1 -0.1 -0.1 0.08
C 0.971 -0.599 1.185 -0.5 0.0 -0.1 -0.04
H 0.328 -0.915 2.016 0.1 -0.1 0.0 0.08
C 0.213 0.340 0.270 4.7 2.4 -1.7 -0.55
H 1.267 -1.197 -1.797 -0.2 0.3 0.1 0.07
H -2.408 0.254 -0.215 -0.2 -0.1 0.0 0.07
O 1.733 2.135 -1.155 -0.3 -0.4 0.7 -0.03
H -1.873 -1.459 -0.314 -0.3 0.1 -0.1 0.07
H -1.681 -0.566 1.163 1.1 0.4 -0.1 0.08
H 1.331 -1.485 0.669 0.0 0.0 0.0 0.07
H 1.829 -0.087 1.620 0.0 0.1 0.0 0.09
```
Forces are in eV/Å.

Computed properties:
HOMO energy, Eh: -0.24498
E_LUMO, eV: 0.626
Max |F|, Eh/bohr: 0.10764
Orbital gap, eV: 7.29

=====

[5]
A single C5H12N2O molecule at a distorted geometry, computed with ωB97M-V with the def2-TZVPD basis set.

```
20
Properties=species:S:1:pos:R:3:forces:R:3:lowdin_charge:R:1
H -3.496 -1.247 -0.592 0.4 0.6 0.4 0.09
C 0.089 0.802 0.745 0.2 -0.5 1.8 -0.10
H 1.534 -1.479 -0.052 1.4 2.1 -0.3 0.14
H -3.717 -0.745 1.113 -0.7 -0.4 -0.4 0.09
H -4.518 0.125 -0.234 0.0 0.6 0.1 0.07
H -0.023 1.824 1.114 -0.4 0.2 -0.8 0.11
H 0.658 0.336 -1.277 -0.3 0.7 -0.8 0.11
H 3.431 -0.441 -1.686 0.4 -0.5 0.3 0.07
H 1.784 1.443 -0.360 0.2 0.7 -0.6 0.10
C -3.617 -0.375 0.084 0.8 -1.1 0.6 -0.08
O -1.023 -1.159 0.093 0.7 -1.0 1.1 0.04
C -1.167 -0.008 0.462 -1.6 -0.1 -3.0 -0.45
C 1.146 0.582 -0.351 0.6 -1.3 0.6 -0.22
H 3.849 0.439 -0.223 0.1 -0.2 -0.1 0.06
H 4.087 -1.344 -0.151 -1.4 1.2 -0.9 0.10
C 3.409 -0.507 -0.576 0.5 -0.1 0.1 -0.17
N 2.061 -0.540 -0.068 -1.8 -2.1 1.5 -0.17
H -2.579 1.439 0.114 -0.4 3.0 0.1 0.08
N -2.454 0.499 0.187 1.8 -1.8 0.7 0.00
H 0.547 0.356 1.657 -0.4 -0.2 -0.5 0.13
```
Forces are in eV/Å.

Computed properties:
HOMO energy, Eh: -0.29853
E_LUMO, eV: 0.988
Max |F|, Eh/bohr: 0.06589
Orbital gap, eV: 9.11

=====

[6]
3 unconnected molecules or ions with the total composition C5H12N2O2 at a distorted geometry, computed with ωB97M-V with the def2-TZVPD basis set.

```
21
Properties=species:S:1:pos:R:3:forces:R:3:lowdin_charge:R:1
C 1.400 1.067 0.996 -0.4 0.6 -1.3 -0.09
H -1.924 -0.199 0.879 0.2 0.7 0.2 -0.01
H 1.695 2.488 -1.854 -0.2 0.3 0.1 0.12
N 1.146 0.573 -1.150 -0.2 -0.3 1.4 0.09
O -1.886 1.338 -1.672 1.4 1.6 -0.6 -0.05
H -2.463 0.672 -1.360 -1.0 -1.0 0.9 -0.01
H -0.842 -1.727 1.359 0.0 0.2 -0.1 0.06
H 1.764 -1.717 1.139 0.1 0.6 0.0 0.11
H -2.825 1.147 1.041 0.7 -0.7 0.1 0.06
H 0.666 0.113 -1.918 0.4 0.5 0.0 0.15
H -0.703 -2.414 -0.320 -0.6 0.1 0.1 0.07
C 1.061 0.054 0.144 0.7 -0.4 0.0 -0.29
H 1.650 -1.806 -0.551 -0.5 -0.3 -0.1 0.11
H 1.552 1.063 2.058 -0.1 -0.1 0.1 0.10
C 1.495 1.882 -0.982 -0.5 -0.1 -1.6 -0.24
H 0.059 -3.174 1.044 0.0 0.0 -0.1 0.07
C -0.198 -2.201 0.619 0.5 -0.4 -0.7 -0.09
N 1.616 2.236 0.247 0.5 -0.4 1.2 0.05
C 1.097 -1.431 0.316 0.2 -0.5 0.9 -0.20
O -2.803 0.191 0.871 -0.9 0.0 -0.1 -0.06
H -1.558 1.846 -0.906 -0.3 -0.6 -0.5 0.04
```
Forces are in eV/Å.

Computed properties:
HOMO energy, Eh: -0.32715
E_LUMO, eV: 0.591
Max |F|, Eh/bohr: 0.04283
Orbital gap, eV: 9.49

=====

> Number 2 is which compound?

C5H12N2O